Molecular formula: C5H6N2O
Method: DFT, ωB97M-V/def2-TZVPD

Bonds (Å) are listed after each position.
Positions of all 14 atoms, in Å:
1 C -1.664 1.239 0.107  N2 1.415, H9 1.006, H10 1.024, H11 1.099
2 N -0.601 0.307 0.144  C1 1.415, C3 1.244
3 C -0.658 -0.919 -0.057  N2 1.244, C4 1.456, H12 1.149
4 C 0.493 -1.787 0.144  C3 1.456, N5 1.290, H13 1.135
5 N 1.750 -1.496 0.132  C4 1.290, C6 1.350
6 C 2.148 -0.212 0.002  N5 1.350, C7 1.330, H14 1.039
7 C 1.425 0.904 -0.012  C6 1.330, O8 1.152
8 O 1.293 2.048 -0.023  C7 1.152
9 H -2.033 1.398 1.029  C1 1.006
10 H -1.381 2.173 -0.205  C1 1.024
11 H -2.332 0.850 -0.674  C1 1.099
12 H -1.653 -1.448 -0.283  C3 1.149
13 H 0.123 -2.860 0.132  C4 1.135
14 H 3.090 -0.197 -0.436  C6 1.039

Output
Energy relative to the best compared isomer or geometry (same formula, charge and spin) in kcal/mol: 63.6
E_tot in eV: -10306.8473
HOMO energy in eV: -8.26
Charge: 0
LUMO in Ha: 0.0027
HOMO-LUMO gap in eV: 8.3

Population analysis type Mulliken, resulting atomic charges in e: number 1, C, carries -1.0088; number 2, N, carries -0.3283; number 3, C, carries 0.2047; number 4, C, carries -0.2047; number 5, N, carries -0.4835; number 6, C, carries -0.7142; number 7, C, carries 0.9769; number 8, O, carries -0.4076; number 9, H, carries 0.3321; number 10, H, carries 0.3443; number 11, H, carries 0.3879; number 12, H, carries 0.3190; number 13, H, carries 0.2314; number 14, H, carries 0.3508